Record 1
ORCA calculation (ωB97M-V/def2-TZVPD) on a structure of composition C13H25ClCrFeNSi in a non-equilibrium geometry.

Structure (XYZ):
```
43
Properties=species:S:1:pos:R:3
Fe 0.94 -0.38 0.94
Cl 1.85 -1.81 2.29
C 1.65 -0.90 -0.87
H 1.55 -0.12 -1.63
H 1.07 -1.77 -1.18
H 2.71 -1.19 -0.77
Cr -2.31 -1.48 -0.49
C -3.19 -1.42 1.42
C -1.44 -3.39 -0.71
C -0.87 0.02 -0.37
H -1.18 -3.61 -1.76
H -0.52 -3.47 -0.10
H -2.13 -4.17 -0.36
H -3.76 -0.49 1.59
H -3.87 -2.27 1.58
H -2.40 -1.47 2.19
H -0.44 0.45 -1.30
H -1.34 0.90 0.15
C 3.95 0.85 1.18
Si 2.59 2.14 1.10
C 2.97 3.44 2.38
C 2.44 2.84 -0.61
N 1.04 1.40 1.53
C -0.05 2.05 2.09
C -0.89 1.34 2.98
C -2.17 1.82 3.26
C -2.58 3.05 2.74
C -1.71 3.82 1.96
C -0.42 3.36 1.68
H 4.89 1.40 1.33
H 4.04 0.27 0.25
H 3.81 0.16 2.01
H 4.03 3.72 2.31
H 2.36 4.35 2.25
H 2.78 3.06 3.39
H 2.38 2.06 -1.37
H 1.56 3.49 -0.71
H 3.33 3.45 -0.82
H -0.54 0.39 3.39
H -2.84 1.23 3.89
H -3.59 3.42 2.95
H -2.02 4.80 1.58
H 0.27 3.96 1.08
```

## Properties
Gap between HOMO and LUMO (spin up / spin down), eV: 3.958 / 5.797
Spin multiplicity: 10
Charge: -2
Energy, eV: -98581.8809
E_LUMO (spin up / spin down), eV: 5.11 / 5.10

Atom charges from the Mulliken analysis, given in e for atoms 1 to 6: 0.22, -0.65, -1.26, 0.20, 0.45, 0.31


Record 2
ORCA calculation (ωB97M-V/def2-TZVPD) on a cluster of 3 separate species, C25H24N2O10 in total.

Structure (XYZ):
```
61
Properties=species:S:1:pos:R:3
C 4.64 0.52 1.61
C 3.17 0.14 1.70
O 2.37 1.24 1.29
C 1.03 1.15 1.78
C 0.06 1.70 0.73
O -0.63 2.88 1.08
C -1.49 2.76 2.20
C -2.67 1.84 1.99
C -2.54 0.45 2.25
C -3.62 -0.37 2.09
C -4.86 0.12 1.65
N -5.90 -0.75 1.49
C -7.01 -0.20 1.08
C -7.15 1.19 0.85
N -6.18 2.04 1.00
C -4.99 1.49 1.39
C -3.87 2.33 1.57
H 4.72 1.39 0.96
H 5.24 -0.29 1.20
H 5.02 0.78 2.59
H 2.93 -0.20 2.71
H 2.97 -0.68 1.00
H 0.98 1.69 2.73
H 0.81 0.09 1.93
H -0.62 0.91 0.39
H 0.67 1.95 -0.13
H -1.88 3.76 2.37
H -0.97 2.47 3.12
H -1.61 0.05 2.61
H -3.51 -1.42 2.32
H -7.86 -0.84 0.91
H -8.11 1.55 0.52
H -3.99 3.39 1.38
C -6.32 -0.93 -4.71
C -7.35 -0.44 -4.01
C -7.17 0.57 -2.92
O -8.16 0.97 -2.34
C -5.82 1.01 -2.60
C -4.78 0.53 -3.30
C -4.97 -0.47 -4.41
O -3.98 -0.85 -5.00
O -3.53 0.88 -3.06
O -8.61 -0.81 -4.23
H -6.44 -1.65 -5.50
H -5.70 1.73 -1.80
H -2.98 0.39 -3.70
H -9.15 -0.31 -3.59
C 8.87 -2.35 1.31
C 9.90 -3.13 0.96
C 10.37 -3.24 -0.46
O 11.32 -3.96 -0.69
C 9.67 -2.47 -1.48
C 8.65 -1.69 -1.13
C 8.19 -1.57 0.30
O 7.26 -0.82 0.53
O 7.96 -0.96 -2.01
O 10.57 -3.88 1.83
H 8.52 -2.26 2.33
H 10.01 -2.57 -2.50
H 7.28 -0.49 -1.49
H 11.26 -4.34 1.32
```

## Properties
Gap between HOMO and LUMO, eV: 7.613
Spin multiplicity: 1
Energy, eV: -49767.2930
SMILES: CCOCCOCc1ccc2nccnc2c1.O=C1C=C(O)C(=O)C=C1O.O=C1C=C(O)C(=O)C=C1O
E_LUMO, eV: -1.61

Atom charges from the Mulliken analysis, given in e for atoms 1 to 6: -0.93, -0.23, -0.39, -0.31, -0.51, -0.44


Record 3
ORCA calculation (ωB97M-V/def2-TZVPD) on the molecule C3H6N2OS in a non-equilibrium geometry.

Structure (XYZ):
```
13
Properties=species:S:1:pos:R:3
C 0.66 -0.60 -1.99
C 0.41 -0.22 -0.52
C -0.93 0.39 -0.24
H -0.18 -0.38 -2.66
H 1.54 -0.16 -2.42
H 0.81 -1.72 -2.00
H 2.81 -1.18 1.20
H 2.48 -1.76 -0.35
H -2.08 1.54 1.42
N 1.15 -0.44 0.50
N 2.40 -0.94 0.29
O -1.72 0.60 -1.10
S -1.08 0.69 1.53
```

## Properties
Gap between HOMO and LUMO, eV: 9.764
Spin multiplicity: 1
Energy, eV: -19070.1154
Energy above the lowest of the compared OMol25 structures with the same formula, charge and spin, eV: 2.0513
SMILES: C/C(=N\N)C(=O)S
E_LUMO, eV: 0.39

Atom charges from the Mulliken analysis, given in e for atoms 1 to 6: -1.18, 0.63, 0.53, 0.30, 0.33, 0.30


Record 4
ORCA calculation (ωB97M-V/def2-TZVPD) on a cluster of 2 separate species, C2H4N2S3 in total in a non-equilibrium geometry.

Structure (XYZ):
```
11
Properties=species:S:1:pos:R:3
C -1.76 0.33 1.44
C -1.93 -0.51 0.65
N 0.33 -0.06 -1.12
N 1.41 -0.07 -0.50
S 2.12 -1.23 0.33
S -2.33 -1.85 -0.41
S 2.02 1.69 -0.21
H -1.33 1.07 1.97
H 0.19 0.73 -1.74
H -1.30 -1.34 -1.23
H 2.59 1.25 0.83
```

## Properties
Gap between HOMO and LUMO, eV: 7.900
Spin multiplicity: 1
Energy, eV: -37618.9349
Energy above the lowest of the compared OMol25 structures with the same formula, charge and spin, eV: 5.4892
SMILES: [H]/N=[N+](/[S-])S.C#CS
E_LUMO, eV: -1.03

Atom charges from the Mulliken analysis, given in e for atoms 1 to 6: 0.21, -0.60, -0.34, 0.11, -0.14, -0.24


Record 5
ORCA calculation (ωB97M-V/def2-TZVPD) on a cluster of 4 separate species, C58H53O6PSi in total in a non-equilibrium geometry.

Structure (XYZ):
```
119
Properties=species:S:1:pos:R:3
C -2.40 -3.07 -1.53
Si -1.65 -3.02 -3.28
C 0.13 -3.73 -3.10
C -2.56 -4.16 -4.51
C -1.84 -4.27 -5.95
C -1.41 -5.75 -6.30
C 0.03 -6.15 -5.80
C -0.17 -7.30 -4.70
C 1.15 -8.14 -4.51
C 2.23 -7.41 -3.60
C 3.66 -7.77 -4.17
P 5.02 -6.79 -3.31
C -1.39 -1.23 -3.94
C -0.90 -0.25 -2.95
C -0.63 1.14 -3.34
C -0.88 1.48 -4.73
C -1.36 0.56 -5.75
C -1.63 -0.82 -5.32
H -1.75 -2.54 -0.80
H -3.46 -2.70 -1.46
H -2.44 -4.16 -1.23
H 0.63 -3.54 -4.09
H 0.68 -3.07 -2.36
H 0.14 -4.80 -2.79
H -3.66 -3.92 -4.62
H -2.51 -5.20 -4.07
H -2.59 -3.91 -6.71
H -0.95 -3.60 -5.90
H -2.21 -6.46 -5.97
H -1.39 -5.81 -7.43
H 0.59 -5.33 -5.28
H 0.70 -6.52 -6.63
H -0.94 -7.99 -5.14
H -0.52 -6.80 -3.76
H 1.65 -8.41 -5.48
H 0.87 -9.12 -4.02
H 2.17 -7.91 -2.59
H 2.08 -6.30 -3.55
H 3.81 -8.88 -4.12
H 3.66 -7.49 -5.26
H 6.14 -6.61 -4.18
H 5.42 -7.58 -2.19
H -0.72 -0.60 -1.91
H -0.23 1.87 -2.60
H -0.66 2.52 -5.06
H -1.52 0.84 -6.81
H -1.99 -1.54 -6.08
C 2.45 3.23 -2.78
C 3.79 2.97 -2.53
C 4.43 3.57 -1.46
C 3.73 4.45 -0.64
C 2.39 4.73 -0.90
C 1.75 4.11 -1.97
C 1.65 5.70 -0.06
O 0.48 5.95 -0.29
C 2.36 6.38 1.05
C 1.69 7.34 1.81
C 2.34 7.97 2.86
C 3.66 7.64 3.16
C 4.33 6.69 2.40
C 3.69 6.07 1.34
C 4.42 5.08 0.51
O 5.58 4.80 0.77
H 1.95 2.74 -3.61
H 4.34 2.29 -3.17
H 5.48 3.36 -1.27
H 0.70 4.31 -2.17
H 0.66 7.60 1.58
H 1.82 8.72 3.44
H 4.17 8.13 3.98
H 5.36 6.44 2.64
C -3.63 -9.48 3.30
C -2.66 -10.30 3.88
C -1.32 -10.02 3.70
C -0.93 -8.93 2.93
C -1.90 -8.12 2.33
C -3.25 -8.40 2.52
C -1.50 -6.99 1.46
O -2.34 -6.28 0.94
C -0.05 -6.73 1.24
C 0.34 -5.70 0.39
C 1.69 -5.44 0.18
C 2.65 -6.20 0.84
C 2.27 -7.23 1.69
C 0.92 -7.50 1.88
C 0.52 -8.63 2.77
O 1.36 -9.30 3.34
H -4.68 -9.70 3.44
H -2.96 -11.15 4.48
H -0.57 -10.66 4.16
H -4.00 -7.77 2.06
H -0.41 -5.10 -0.12
H 1.99 -4.64 -0.49
H 3.70 -5.99 0.68
H 3.02 -7.82 2.19
C -0.05 13.72 5.52
C -1.15 14.38 6.05
C -2.28 13.66 6.42
C -2.32 12.28 6.25
C -1.22 11.62 5.69
C -0.08 12.34 5.34
C -1.26 10.16 5.46
O -0.30 9.58 4.98
C -2.49 9.41 5.82
C -2.57 8.04 5.55
C -3.71 7.33 5.89
C -4.78 7.98 6.51
C -4.71 9.34 6.77
C -3.57 10.06 6.42
C -3.52 11.52 6.67
O -4.46 12.09 7.20
H 0.83 14.28 5.24
H -1.13 15.46 6.17
H -3.14 14.18 6.84
H 0.78 11.83 4.92
H -1.74 7.53 5.08
H -3.77 6.27 5.68
H -5.67 7.42 6.78
H -5.54 9.84 7.24
```

## Properties
Gap between HOMO and LUMO, eV: 7.433
Spin multiplicity: 1
Energy, eV: -90457.5365
SMILES: C[Si](C)(CCCCCCCCP)c1ccccc1.O=C1c2ccccc2C(=O)c2ccccc21.O=C1c2ccccc2C(=O)c2ccccc21.O=C1c2ccccc2C(=O)c2ccccc21
E_LUMO, eV: -1.08

Atom charges from the Mulliken analysis, given in e for atoms 1 to 6: -0.75, -0.45, -0.50, -0.48, -0.56, -1.21


Record 6
ORCA calculation (ωB97M-V/def2-TZVPD) on the molecule C6H4O.

Structure (XYZ):
```
11
Properties=species:S:1:pos:R:3
C 0.47 1.47 -1.25
C -1.72 0.50 -0.71
C -0.42 0.50 -0.50
C 0.29 -0.39 0.46
O 1.48 -0.24 0.64
C -0.40 -1.43 1.20
C -0.76 -2.34 1.90
H 0.99 0.93 -2.05
H 1.22 1.84 -0.55
H -0.08 2.31 -1.68
H -1.07 -3.15 2.54
```

## Properties
Gap between HOMO and LUMO, eV: 9.736
Spin multiplicity: 1
Energy, eV: -8328.1308
Energy above the lowest of the compared OMol25 structures with the same formula, charge and spin, eV: 4.3094
E_LUMO, eV: -0.97

Atom charges from the Mulliken analysis, given in e for atoms 1 to 6: -1.13, -0.27, 0.52, 0.33, -0.50, -0.44


- Number 2 is which compound?
  C25H24N2O10